No. 1
C4H9NO | ωB97M-V/def2-TZVPD

```
15
Properties=species:S:1:pos:R:3:forces:R:3:nbo_charge:R:1
C -1.797 0.707 -0.178 -1.704 -3.422 1.775 -0.35
N -0.508 0.218 -0.454 1.629 1.112 -0.727 -0.45
C -0.229 -1.171 -0.489 -3.462 -1.343 1.353 -0.23
C 0.375 -0.319 0.568 -0.290 0.297 0.082 -0.11
C 1.788 0.234 0.520 -0.014 -0.257 0.200 -0.06
O 2.207 0.491 -0.800 -0.216 0.134 -0.077 -0.72
H -2.429 0.725 -1.071 0.210 0.138 0.090 0.21
H -2.317 -0.340 0.532 0.718 3.315 -1.333 0.10
H -1.780 1.678 0.322 -0.163 -0.402 0.182 0.21
H -1.322 -1.696 -0.040 3.400 0.559 -1.430 0.16
H 0.308 -1.603 -1.330 -0.245 -0.051 0.205 0.23
H -0.044 -0.453 1.571 0.051 0.084 -0.197 0.20
H 2.486 -0.492 0.949 -0.062 0.082 -0.034 0.18
H 1.831 1.143 1.145 -0.027 -0.140 -0.160 0.16
H 1.433 0.879 -1.245 0.176 -0.106 0.073 0.48
```
Positions in Å, forces in eV/Å.

Calculated values
energy above the lowest of the compared OMol25 structures with the same formula, charge and spin: 3.6785 eV
calculated total energy: -7828.6415 eV
net charge: 0
E_HOMO: -9.288 eV

---

No. 2
C5H12N | ωB97M-V/def2-TZVPD

```
18
Properties=species:S:1:pos:R:3:forces:R:3:nbo_charge:R:1
C 2.488 -0.214 0.626 -1.682 1.946 -0.360 -0.62
C 1.126 0.222 1.434 0.544 -2.322 -1.300 -0.38
C 0.081 1.046 0.579 2.333 0.465 -0.139 -0.45
C -0.447 0.296 -0.603 -2.816 -1.023 3.303 -0.11
C -1.776 0.030 -0.533 1.228 0.986 -0.303 -0.09
N -2.309 -0.832 -1.585 -0.270 1.865 -2.011 -0.67
H 2.192 -0.723 -0.309 0.229 0.078 0.408 0.18
H 3.310 -0.783 1.080 -0.832 0.108 0.491 0.24
H 2.905 0.766 0.327 0.151 -0.539 -0.087 0.21
H 1.358 0.762 2.325 0.271 0.538 0.437 0.23
H 0.650 -0.725 1.773 0.061 0.575 -0.136 0.20
H 0.637 1.945 0.229 -0.464 -0.317 0.164 0.24
H -0.741 1.370 1.210 0.028 0.128 0.049 0.23
H 0.158 -0.471 -1.016 0.907 0.048 -1.415 0.21
H -2.496 0.443 0.172 0.165 0.017 -0.434 0.24
H -2.843 -0.321 -2.359 0.608 -0.666 1.345 0.45
H -2.812 -1.635 -1.332 -1.342 -1.328 0.940 0.44
H -1.482 -1.178 -2.018 0.881 -0.558 -0.951 0.44
```
Positions in Å, forces in eV/Å.

Calculated values
energy above the lowest of the compared OMol25 structures with the same formula, charge and spin: 2.1821 eV
calculated total energy: -6861.3764 eV
net charge: +1
structure (SMILES): CCC/C=C/[NH3+]
E_HOMO: -14.488 eV

---

No. 3
C44H41Cl2MnNO4PS | ωB97M-V/def2-TZVPD

```
95
Properties=species:S:1:pos:R:3:forces:R:3:mulliken_spin:R:1
Mn 0.007 -0.059 0.592 -0.193 -1.191 -0.867 4.59
Cl 2.832 -0.383 -0.597 0.029 0.170 -0.063 0.01
C 3.452 1.155 -0.081 -0.025 -0.096 0.041 -0.01
C 4.776 1.230 0.316 -0.010 -0.044 -0.002 0.00
C 5.287 2.454 0.715 0.075 0.026 0.032 0.00
C 4.481 3.582 0.717 -0.116 0.035 -0.016 0.00
C 3.150 3.488 0.327 0.156 0.183 0.078 0.01
C 2.614 2.273 -0.074 -0.118 -0.274 -0.176 -0.02
P 0.858 2.042 -0.539 0.304 0.523 -0.042 0.15
C 0.855 1.943 -2.349 -0.190 -0.048 -0.040 -0.04
C -0.383 1.708 -2.952 0.034 0.055 -0.033 -0.01
C -0.487 1.651 -4.334 0.091 0.009 0.027 0.00
C 0.651 1.809 -5.115 0.046 0.001 0.053 0.00
C 1.887 2.029 -4.516 -0.040 -0.018 -0.023 0.00
C 1.990 2.101 -3.133 0.009 0.003 -0.097 0.00
C 0.118 3.679 -0.212 0.011 -0.099 0.200 0.03
C -0.117 4.033 1.119 -0.058 0.032 0.029 0.01
C -0.707 5.251 1.426 0.036 -0.060 -0.060 0.00
C -1.079 6.119 0.407 -0.005 -0.001 -0.001 0.00
C -0.847 5.771 -0.916 0.032 -0.046 -0.001 0.00
C -0.248 4.555 -1.226 -0.021 0.150 -0.049 0.00
H 5.383 0.334 0.322 -0.058 0.052 0.005 0.00
H 6.322 2.522 1.032 -0.058 0.000 -0.014 0.00
H 4.882 4.538 1.030 -0.013 -0.017 -0.011 0.00
H 2.521 4.370 0.341 0.034 -0.033 -0.003 0.00
H -1.273 1.559 -2.349 0.060 0.040 -0.021 0.01
H -1.452 1.451 -4.784 0.062 0.022 0.024 0.00
H 0.580 1.746 -6.194 0.001 0.008 0.003 0.00
H 2.775 2.143 -5.125 -0.033 -0.011 0.009 0.00
H 2.956 2.275 -2.674 -0.013 -0.006 0.014 0.00
H 0.143 3.345 1.915 -0.012 0.006 -0.031 0.00
H -0.891 5.512 2.461 0.006 -0.016 -0.031 0.00
H -1.556 7.064 0.644 0.028 -0.036 -0.011 0.00
H -1.134 6.444 -1.715 -0.002 -0.014 0.016 0.00
H -0.073 4.293 -2.262 -0.015 0.004 0.016 0.00
C 0.279 -1.734 -2.748 -0.011 0.067 -0.237 -0.04
C -1.189 -2.100 -2.972 0.039 -0.018 0.120 0.01
C -1.571 -3.380 -2.217 -0.023 0.047 0.032 0.00
C -2.205 -1.005 -2.683 -0.073 -0.083 -0.221 0.01
C -3.054 -0.636 -3.725 -0.016 -0.044 0.092 -0.01
C -4.106 0.254 -3.555 0.088 -0.068 0.067 0.01
C -4.338 0.743 -2.280 0.039 0.003 0.107 -0.01
C -3.520 0.410 -1.199 -0.333 0.146 0.006 0.03
C -3.936 0.922 0.174 0.143 -0.057 0.009 0.00
C -4.239 -0.217 1.154 -0.021 -0.022 -0.025 0.00
C -2.966 1.929 0.794 0.020 0.045 -0.052 -0.01
C -2.401 -0.423 -1.406 0.439 0.068 0.285 -0.08
O -1.533 -0.632 -0.411 -0.231 0.071 -0.264 0.10
H 0.910 -2.608 -2.936 -0.041 0.061 -0.002 0.00
H 0.455 -1.445 -1.721 0.029 -0.018 0.194 0.06
H 0.598 -0.920 -3.411 -0.040 -0.073 0.061 0.00
H -1.287 -2.308 -4.042 -0.052 -0.054 -0.067 0.00
H -1.480 -3.233 -1.141 0.006 0.013 0.027 0.00
H -0.911 -4.210 -2.482 0.004 0.041 0.000 0.00
H -2.603 -3.664 -2.451 0.100 0.014 0.033 0.00
H -2.884 -1.083 -4.701 -0.001 0.012 0.020 0.00
H -4.755 0.518 -4.382 0.042 0.005 0.026 0.00
H -5.189 1.397 -2.102 0.047 -0.030 -0.002 0.00
H -4.872 1.461 0.006 -0.076 0.027 -0.019 0.00
H -3.338 -0.782 1.391 0.027 0.024 -0.008 0.00
H -4.969 -0.908 0.725 0.014 0.039 0.021 0.00
H -4.650 0.182 2.088 0.051 -0.026 -0.081 0.00
H -2.054 1.443 1.133 0.014 0.019 0.038 0.05
H -3.411 2.408 1.673 0.012 -0.041 -0.057 0.00
H -2.695 2.714 0.082 -0.017 0.000 0.002 0.00
Cl 0.110 -9.037 -0.608 0.052 0.318 0.068 0.00
C 0.380 -7.318 -0.258 0.014 -0.030 -0.026 0.01
C -0.562 -6.583 0.455 -0.107 0.078 0.098 0.00
C -0.359 -5.244 0.731 0.022 -0.029 -0.049 0.01
C 0.813 -4.527 0.300 -0.065 0.018 -0.245 0.03
C 1.008 -3.168 0.543 -0.011 -0.132 -0.164 0.01
C 1.752 -5.341 -0.427 -0.049 -0.009 0.046 0.01
C 1.539 -6.681 -0.692 0.094 0.061 -0.029 0.00
H -1.466 -7.078 0.799 0.058 0.081 -0.013 0.00
H -1.112 -4.700 1.296 0.040 -0.072 -0.061 0.00
H 1.922 -2.670 0.233 -0.067 -0.164 0.231 0.00
H 0.251 -2.610 1.080 0.047 -0.053 0.250 -0.01
H 2.669 -4.872 -0.780 -0.063 -0.069 0.006 0.00
H 2.278 -7.252 -1.247 -0.017 0.070 0.029 0.00
O 3.519 -1.225 2.799 0.418 -0.074 -0.184 0.00
C 2.406 -0.929 3.139 -0.970 0.259 -0.105 0.03
N 1.347 -0.541 2.328 0.628 -0.007 0.115 0.02
S 0.080 -0.076 3.146 -0.305 0.298 0.231 0.01
O -1.063 -0.899 2.805 -0.025 0.056 0.223 0.02
O -0.145 1.333 2.817 -0.103 -0.022 0.443 0.04
C 0.689 -0.361 4.758 0.007 -0.023 0.144 0.01
C 0.091 -0.201 5.993 0.031 -0.012 -0.077 0.00
C 0.837 -0.582 7.100 0.077 -0.021 0.046 0.00
C 2.123 -1.102 6.953 -0.021 0.002 -0.029 0.00
C 2.701 -1.249 5.696 0.081 -0.027 0.226 0.00
C 1.965 -0.871 4.596 0.000 0.049 -0.240 -0.01
H -0.912 0.196 6.092 0.053 -0.032 -0.022 0.00
H 0.410 -0.479 8.089 0.016 -0.012 0.008 0.00
H 2.677 -1.401 7.834 -0.015 0.010 -0.006 0.00
H 3.697 -1.652 5.561 -0.032 0.012 0.021 0.00
```
Positions in Å, forces in eV/Å.

Calculated values
energy above the lowest of the compared OMol25 structures with the same formula, charge and spin: 2.6175 eV
multiplicity: 6
calculated total energy: -132464.9719 eV
net charge: -1
E_HOMO (spin up / spin down): -1.942 / -1.919 eV

---

No. 4
C3H3BrO | ωB97M-V/def2-TZVPD

```
8
Properties=species:S:1:pos:R:3:forces:R:3:nbo_charge:R:1
C 1.340 -1.557 -0.024 -1.372 4.309 -0.332 -0.11
C 0.856 -0.411 -0.029 1.470 -4.653 0.295 -0.14
C 0.351 0.918 0.113 1.629 1.578 -0.135 0.37
O -0.765 1.312 0.005 -1.798 -0.261 -0.021 -0.49
H 1.919 -2.440 -0.139 -0.135 -0.279 0.127 0.24
H 1.119 1.713 0.271 0.228 -0.645 0.126 0.14
Br -4.166 0.442 -0.102 1.592 1.061 0.844 -0.25
H -2.966 1.195 0.470 -1.614 -1.110 -0.904 0.25
```
Positions in Å, forces in eV/Å.

Calculated values
energy above the lowest of the compared OMol25 structures with the same formula, charge and spin: 1.9268 eV
calculated total energy: -75246.6033 eV
net charge: 0
structure (SMILES): C#CC=O.Br
E_HOMO: -10.403 eV

---

Which value of energy above the lowest of the compared OMol25 structures with the same formula, charge and spin does entry 2 give?
2.1821 eV

---

Number 4 is which compound?
C3H3BrO

---

Which of these has the lowest energy above the lowest of the compared OMol25 structures with the same formula, charge and spin?
C3H3BrO

---

Look up the calculated total energy of the third one.
-132464.9719 eV